[1]
Density functional theory data (ωB97M-V/def2-TZVPD) for an isolated ion of composition C9H12N3 and charge +1.

Charge ... +1
HOMO-LUMO gap (alpha / beta) ... 7.47 / 6.47 eV
Spin multiplicity ... 1

Structure (XYZ):
```
24
C9H12N3 (ωB97M-V/def2-TZVPD)
C 3.194 -0.074 0.314
C 2.909 1.142 -0.266
C 2.179 -1.035 0.388
C 1.574 1.475 -0.598
C 0.841 -0.672 0.359
C 0.537 0.671 -0.158
C -0.084 -1.839 0.155
C -2.023 -0.569 -0.823
C -2.825 1.340 0.581
N -1.089 -1.559 -0.852
N -0.730 1.084 -0.360
N -1.744 0.425 0.260
H 4.179 -0.162 0.755
H 3.659 1.942 -0.335
H 2.499 -2.039 0.766
H 1.282 2.457 -0.925
H 0.404 -2.819 0.058
H -0.664 -2.079 1.079
H -2.522 -0.194 -1.702
H -3.160 2.004 -0.353
H -3.649 0.721 1.028
H -2.393 1.992 1.345
H -0.992 -2.019 -1.759
H -1.383 -0.194 1.043
```



[2]
Density functional theory data (ωB97M-V/def2-TZVPD) for C42H51BrCaCl3N2O2S as an isolated structure.

Charge ... +1
HOMO-LUMO gap ... 7.18 eV
Spin multiplicity ... 1

Structure (XYZ):
```
103
C42H51BrCaCl3N2O2S (ωB97M-V/def2-TZVPD)
Ca -1.070 0.698 0.286
C -4.522 1.403 -0.663
C -4.105 0.984 0.739
C -4.078 -0.380 1.079
C -4.527 -1.477 0.106
C -3.524 -0.743 2.311
C -4.206 -1.944 2.938
C -2.652 0.118 3.059
C -1.948 -0.371 4.325
C -2.692 1.465 2.673
C -1.803 2.455 3.445
C -3.568 1.914 1.632
C -3.853 3.361 1.625
H -5.618 1.547 -0.772
H -4.303 0.550 -1.327
H -4.106 2.353 -1.018
H -4.597 -2.485 0.536
H -3.792 -1.508 -0.695
H -5.490 -1.249 -0.359
H -5.152 -2.154 2.455
H -4.274 -1.884 4.054
H -3.549 -2.803 2.705
H -0.815 -0.295 4.267
H -2.008 -1.479 4.494
H -2.411 0.102 5.206
H -1.101 2.946 2.792
H -1.160 1.845 4.068
H -2.382 3.166 3.990
H -4.513 3.706 0.806
H -2.969 3.994 1.691
H -4.476 3.701 2.460
C 5.324 5.097 0.789
C 4.845 4.392 -0.487
C 5.889 3.259 -0.862
C 4.898 5.295 -1.742
C 3.411 3.956 -0.250
C 2.992 2.804 0.532
C 1.692 2.460 0.705
Br 1.255 1.053 2.015
C 0.638 3.211 0.024
O -0.620 2.899 0.033
C 1.029 4.310 -0.833
C 2.374 4.673 -0.827
C 0.092 5.026 -1.766
C -1.294 4.379 -2.132
C 0.737 5.420 -3.160
C -0.191 6.358 -1.049
H 6.388 5.286 0.760
H 5.190 4.500 1.695
H 4.807 6.111 0.776
H 6.760 3.717 -1.348
H 5.360 2.657 -1.635
H 6.118 2.593 -0.016
H 5.919 5.600 -1.880
H 4.352 6.270 -1.611
H 4.488 4.840 -2.673
H 3.754 2.149 0.960
H 2.672 5.608 -1.317
H -1.243 3.485 -2.716
H -1.912 5.052 -2.721
H -1.906 4.113 -1.260
H 1.027 4.559 -3.766
H 1.655 6.032 -2.999
H -0.048 5.962 -3.754
H -0.835 6.248 -0.142
H -0.693 7.087 -1.709
H 0.689 6.985 -0.761
Cl 2.050 -2.998 4.839
C 1.471 -3.705 3.387
C 2.326 -3.611 2.266
C 1.955 -4.188 1.087
C 0.705 -4.818 1.002
C 0.204 -5.468 -0.304
C -0.883 -4.608 -1.030
N -0.628 -3.180 -1.297
C 0.044 -2.649 -2.469
C -0.147 -1.299 -2.300
N -0.685 -1.020 -1.064
C -1.000 -2.156 -0.545
O 1.302 -5.703 -1.168
C 1.834 -7.049 -1.339
C 1.175 -7.752 -2.512
C 1.005 -9.111 -2.667
Cl 1.494 -10.366 -1.657
S 0.327 -9.487 -4.207
C 0.402 -7.880 -4.734
C 0.885 -7.068 -3.766
C -0.097 -4.921 2.150
Cl -1.602 -5.789 2.161
C 0.220 -4.314 3.334
H 3.255 -3.118 2.420
H 2.496 -4.101 0.139
H -0.263 -6.428 -0.051
H -1.743 -4.753 -0.338
H -1.027 -5.062 -1.988
H 0.510 -3.285 -3.224
H 0.104 -0.447 -2.921
H -1.511 -2.277 0.403
H 1.773 -7.594 -0.414
H 2.885 -6.905 -1.659
H 0.111 -7.497 -5.698
H 1.093 -5.999 -3.844
H -0.388 -4.376 4.231
```



[3]
Density functional theory data (ωB97M-V/def2-TZVPD) for C50H125N8O17Zn as an isolated structure.

Charge ... +1
HOMO-LUMO gap ... 1.19 eV
Spin multiplicity ... 1

Structure (XYZ):
```
201
C50H125N8O17Zn (ωB97M-V/def2-TZVPD)
Zn -0.202 -4.737 -3.394
C -1.806 -0.221 1.238
C -2.138 -1.106 0.091
O -1.384 -2.235 -0.150
H -2.443 0.664 1.231
H -0.761 0.090 1.247
H -2.081 -0.679 2.188
H -2.159 -0.497 -0.813
H -3.180 -1.419 0.159
C 6.010 -9.406 -4.342
O 5.431 -8.637 -3.362
C 4.839 -7.402 -3.825
C 4.560 -6.527 -2.597
N 3.324 -6.745 -1.820
C 3.114 -8.100 -1.379
C 4.121 -8.631 -0.400
O 4.008 -7.775 0.826
C 4.986 -8.115 1.736
H 5.260 -9.983 -4.882
H 6.557 -10.173 -3.794
H 6.695 -8.777 -4.910
H 3.912 -7.534 -4.384
H 5.557 -6.836 -4.418
H 4.656 -5.468 -2.833
H 5.437 -6.653 -1.962
H 3.370 -6.286 -0.921
H 3.084 -8.731 -2.267
H 2.130 -8.085 -0.911
H 5.104 -8.489 -0.850
H 3.976 -9.676 -0.129
H 6.012 -7.997 1.385
H 4.863 -9.161 2.016
H 4.883 -7.463 2.603
C 6.684 -0.647 0.414
O 6.657 0.075 -0.781
C 5.513 0.929 -0.936
C 5.449 1.654 -2.351
N 6.329 2.840 -2.340
C 7.732 2.453 -2.469
C 8.550 3.730 -2.331
O 9.877 3.324 -2.398
C 10.818 4.317 -2.380
H 5.830 -1.325 0.424
H 6.546 -0.009 1.288
H 7.655 -1.133 0.505
H 5.455 1.656 -0.126
H 4.640 0.282 -0.843
H 4.395 1.905 -2.474
H 5.871 0.998 -3.112
H 6.079 3.444 -3.109
H 7.951 2.053 -3.459
H 8.062 1.670 -1.787
H 8.345 4.181 -1.360
H 8.340 4.469 -3.104
H 11.815 3.883 -2.450
H 10.798 4.880 -1.448
H 10.725 4.922 -3.282
C -6.782 4.764 3.673
O -5.963 5.394 4.674
C -6.693 5.727 5.867
C -5.646 6.317 6.855
N -4.974 5.273 7.645
C -4.202 4.364 6.787
C -3.282 3.435 7.649
O -2.317 4.326 8.268
C -1.498 3.648 9.196
H -6.268 4.600 2.725
H -7.697 5.286 3.393
H -7.107 3.801 4.065
H -7.169 4.813 6.223
H -7.451 6.486 5.676
H -6.205 7.014 7.480
H -4.910 6.914 6.316
H -4.384 5.738 8.321
H -3.586 4.898 6.064
H -4.895 3.729 6.235
H -2.750 2.712 7.031
H -3.874 2.856 8.358
H -1.099 4.515 9.723
H -0.792 2.970 8.716
H -2.052 3.126 9.976
C 3.137 -3.835 6.298
O 4.348 -4.408 6.885
C 4.985 -3.518 7.856
C 6.283 -4.154 8.357
N 6.167 -5.435 9.046
C 7.415 -6.141 8.952
C 7.239 -7.632 9.377
O 6.402 -8.296 8.403
C 5.663 -9.465 8.813
H 2.710 -4.390 5.463
H 3.237 -2.813 5.933
H 2.359 -3.748 7.057
H 4.280 -3.265 8.648
H 5.216 -2.559 7.393
H 6.773 -3.375 8.942
H 6.901 -4.164 7.459
H 5.501 -6.022 8.564
H 8.220 -5.727 9.559
H 7.910 -6.096 7.982
H 6.757 -7.544 10.351
H 8.181 -8.140 9.586
H 4.856 -9.649 8.104
H 5.181 -9.314 9.780
H 6.314 -10.339 8.791
C 0.279 10.095 2.366
O 0.796 9.198 1.388
C 1.264 7.911 1.906
C 2.063 7.106 0.836
N 3.376 7.593 0.434
C 3.324 8.880 -0.256
C 4.589 9.296 -1.075
O 4.554 10.625 -1.580
C 4.789 11.641 -0.638
H 1.018 10.563 3.017
H -0.355 9.596 3.099
H -0.197 10.931 1.854
H 0.427 7.342 2.311
H 1.917 8.176 2.738
H 1.360 6.930 0.021
H 2.092 6.115 1.288
H 3.830 6.963 -0.212
H 3.097 9.619 0.513
H 2.443 8.835 -0.896
H 4.558 8.672 -1.968
H 5.551 9.169 -0.578
H 4.784 12.647 -1.057
H 5.767 11.424 -0.209
H 3.998 11.704 0.109
C -1.501 10.751 -8.838
O -1.166 9.622 -7.992
C -0.116 8.694 -8.428
C 0.033 7.588 -7.333
N -1.120 6.659 -7.329
C -0.818 5.495 -6.487
C -2.137 4.733 -6.198
O -3.011 5.644 -5.420
C -2.526 6.025 -4.112
H -1.778 10.424 -9.840
H -0.681 11.469 -8.848
H -2.300 11.354 -8.406
H 0.859 9.142 -8.619
H -0.369 8.211 -9.372
H 0.171 8.115 -6.389
H 0.884 6.975 -7.631
H -1.945 7.110 -6.957
H -0.329 5.803 -5.564
H -0.148 4.817 -7.016
H -1.966 3.831 -5.610
H -2.535 4.480 -7.180
H -3.357 6.376 -3.500
H -1.722 6.754 -4.011
H -2.115 5.141 -3.624
C -7.848 -2.599 -5.882
O -8.680 -1.543 -5.410
C -8.260 -0.226 -5.721
C -8.471 0.068 -7.173
N -9.868 -0.074 -7.611
C -9.993 -0.038 -9.072
C -11.499 -0.135 -9.422
O -11.948 -1.430 -9.111
C -13.316 -1.582 -9.391
H -7.537 -2.457 -6.917
H -8.450 -3.506 -5.824
H -6.911 -2.679 -5.331
H -7.235 0.001 -5.430
H -8.987 0.359 -5.157
H -7.805 -0.552 -7.774
H -8.129 1.096 -7.292
H -10.376 -0.873 -7.260
H -9.424 -0.820 -9.573
H -9.680 0.934 -9.456
H -11.686 0.074 -10.476
H -12.070 0.573 -8.821
H -13.682 -2.602 -9.279
H -13.545 -1.221 -10.394
H -13.865 -0.953 -8.690
C -2.156 -9.786 3.943
O -3.231 -8.822 4.002
C -2.766 -7.529 3.646
C -3.948 -6.549 3.747
N -5.160 -7.067 3.068
C -5.063 -6.945 1.584
C -5.961 -7.906 0.812
O -5.797 -9.267 1.243
C -4.546 -9.774 0.884
H -2.687 -10.738 3.957
H -1.453 -9.631 4.761
H -1.598 -9.666 3.014
H -2.343 -7.508 2.642
H -2.037 -7.189 4.381
H -3.583 -5.635 3.278
H -4.225 -6.274 4.765
H -5.265 -8.049 3.279
H -4.049 -7.126 1.229
H -5.470 -5.964 1.335
H -5.823 -7.803 -0.264
H -7.011 -7.654 0.956
H -3.828 -9.237 1.504
H -4.223 -9.546 -0.132
H -4.431 -10.828 1.138
```



[4]
Density functional theory data (ωB97M-V/def2-TZVPD) for C23H25NO2PS6W as an isolated structure.

Charge ... +2
HOMO-LUMO gap (alpha / beta) ... 5.79 / 6.17 eV
Spin multiplicity ... 2

Structure (XYZ):
```
59
C23H25NO2PS6W (ωB97M-V/def2-TZVPD)
W -0.523 0.243 -0.653
S -1.306 -1.903 -0.041
C -0.428 -3.196 -0.829
C -0.566 -4.493 -0.341
C 0.122 -5.529 -0.945
C 0.933 -5.283 -2.044
C 1.080 -3.994 -2.534
C 0.420 -2.949 -1.903
S 0.497 -1.275 -2.514
C 2.208 -0.752 -2.080
C 2.210 0.743 -2.130
C 3.357 1.436 -2.483
C 3.301 2.816 -2.610
C 2.084 3.449 -2.426
C 0.977 2.697 -2.048
C -0.360 3.330 -1.882
S -1.126 2.730 -0.312
C -2.845 2.738 -0.822
C -3.700 3.731 -0.370
C -5.000 3.777 -0.853
C -5.437 2.835 -1.772
C -4.589 1.833 -2.211
C -3.286 1.771 -1.726
S -2.205 0.514 -2.319
N 1.046 1.366 -1.868
H -1.225 -4.668 0.495
H 0.026 -6.529 -0.551
H 1.439 -6.103 -2.531
H 1.705 -3.803 -3.391
H 2.913 -1.151 -2.813
H 2.455 -1.129 -1.085
H 4.279 0.904 -2.662
H 4.181 3.386 -2.869
H 1.990 4.512 -2.580
H -1.019 3.039 -2.710
H -0.297 4.416 -1.834
H -3.350 4.460 0.343
H -5.672 4.549 -0.515
H -6.445 2.881 -2.153
H -4.917 1.088 -2.920
C 0.963 1.006 6.010
C 0.323 1.418 4.695
O 0.459 0.280 3.804
P 0.104 -0.080 2.329
S -1.732 0.488 1.631
S 1.458 0.573 0.931
O 0.181 -1.650 2.373
C 1.279 -2.367 3.008
C 1.829 -3.378 2.026
H 0.764 1.758 6.768
H 2.039 0.899 5.910
H 0.541 0.061 6.348
H 0.807 2.295 4.261
H -0.743 1.621 4.819
H 0.857 -2.855 3.887
H 2.051 -1.662 3.326
H 1.044 -4.058 1.709
H 2.612 -3.954 2.511
H 2.238 -2.881 1.148
```



[5]
Density functional theory data (ωB97M-V/def2-TZVPD) for one molecule with the formula C9H10N2.

HOMO-LUMO gap ... 8.58 eV
Spin multiplicity ... 1
SMILES ... C1=C(c2cccnc2)CNC1

Structure (XYZ):
```
21
C9H10N2 (ωB97M-V/def2-TZVPD)
C 1.763 -0.223 -0.028
C 0.475 0.159 -0.526
C -0.512 0.377 0.483
C -1.857 0.156 0.248
C -2.751 0.231 1.253
C -2.298 0.603 2.564
N -0.992 0.823 2.816
C -0.184 0.816 1.772
C 0.406 -0.148 -1.963
N 1.679 -0.675 -2.361
C 2.448 -0.969 -1.203
H 2.211 -0.168 0.975
H -2.133 0.019 -0.825
H -3.838 -0.024 1.080
H -2.969 0.514 3.402
H 0.843 1.225 1.999
H -0.471 -0.841 -2.001
H 0.103 0.650 -2.669
H 2.108 0.124 -2.887
H 3.526 -0.629 -1.168
H 2.445 -2.021 -0.959
```



Max |F| / eV/A: 3.5, 2.8, 2.8, 1.0, 6.6